# 1
Computed, not measured: 2 unconnected molecules or ions with the total composition C2H7N2O2 in a non-equilibrium geometry, with ωB97M-V/def2-TZVPD.

Geometry as XYZ:
```
13
Properties=species:S:1:pos:R:3
N 0.05 -0.91 0.28
C -1.09 -0.02 0.40
N -1.98 -0.40 1.53
H 0.04 -1.35 -0.63
H 0.95 -0.38 0.28
H -0.86 1.00 0.66
H -1.68 0.00 -0.52
H -1.70 -1.35 1.76
H -1.68 0.06 2.39
O 1.88 0.99 -0.29
C 1.98 0.86 -1.54
O 1.09 0.55 -2.36
H 2.99 0.95 -1.97
```

* total energy: -340.44519 a.u.
* highest occupied orbital energy: -4.27 eV
* net charge: -1
* frontier orbital gap: 8.792 eV



# 2
Computed, not measured: a molecular structure, C43H38N4P2Ti in a non-equilibrium geometry, with ωB97M-V/def2-TZVPD.

Geometry as XYZ:
```
88
Properties=species:S:1:pos:R:3
Ti -0.10 -0.56 -0.05
C 3.10 -1.33 2.86
N 2.04 -0.81 1.97
P 0.46 -0.43 2.45
C 0.48 0.32 4.05
C -0.48 0.00 5.01
C -0.41 0.58 6.26
C 0.62 1.48 6.55
C 1.56 1.82 5.59
C 1.49 1.26 4.32
C -0.48 -1.99 2.54
C -1.85 -2.00 1.90
C -2.44 -3.40 1.68
C -1.83 -4.53 2.44
C -0.71 -4.38 3.13
C 0.00 -3.10 3.14
P 2.36 -0.23 0.40
C 2.09 -1.69 -0.70
C 1.47 -2.86 -0.25
C 1.38 -3.97 -1.09
C 1.89 -3.91 -2.38
C 2.48 -2.73 -2.84
C 2.56 -1.62 -2.02
C 4.08 0.22 0.30
C 5.05 -0.68 -0.12
C 6.39 -0.33 -0.01
C 6.74 0.92 0.51
C 5.76 1.82 0.93
C 4.43 1.48 0.82
H 2.68 -1.54 3.84
H 3.89 -0.59 2.97
H 3.53 -2.25 2.45
H -1.28 -0.70 4.79
H -1.14 0.33 7.01
H 0.67 1.93 7.53
H 2.36 2.52 5.82
H 2.21 1.54 3.56
H -2.51 -1.27 2.37
H -3.52 -3.41 1.80
H -2.35 -5.49 2.41
H -0.29 -5.20 3.71
H 0.96 -3.07 3.63
H 1.20 -2.97 0.80
H 0.96 -4.90 -0.73
H 1.87 -4.79 -3.01
H 2.90 -2.69 -3.84
H 3.04 -0.72 -2.38
H 4.79 -1.66 -0.52
H 7.15 -1.02 -0.32
H 7.79 1.19 0.58
H 6.05 2.78 1.33
H 3.66 2.18 1.13
C -3.19 -3.56 -0.78
C -2.08 -3.26 0.16
N -1.77 -1.75 0.38
C -2.83 -0.84 -0.08
C -4.03 -1.29 -0.60
C -4.15 -2.68 -1.04
C -5.09 -0.37 -0.75
C -4.95 0.95 -0.41
C -3.67 1.45 -0.04
C -3.40 2.81 0.18
C -2.11 3.23 0.45
C -1.09 2.29 0.47
N -1.32 0.99 0.28
C -2.61 0.54 0.07
H -3.23 -4.58 -1.16
H -1.17 -3.79 -0.10
H -5.02 -2.95 -1.64
H -6.04 -0.73 -1.12
H -5.79 1.63 -0.46
H -4.21 3.54 0.12
H -1.88 4.27 0.61
H -0.07 2.60 0.62
C 0.03 0.27 -6.26
C -0.04 0.15 -4.78
C -0.50 -1.01 -4.15
C -0.54 -1.08 -2.79
N -0.15 -0.06 -1.99
C 0.28 1.09 -2.59
C 0.34 1.22 -3.95
H -0.05 -0.70 -6.76
H 0.95 0.77 -6.58
H -0.79 0.90 -6.62
H -0.83 -1.86 -4.74
H -0.89 -1.99 -2.29
H 0.58 1.89 -1.93
H 0.69 2.15 -4.37
```

* total energy: -3411.18660 a.u.
* highest occupied orbital energy: -18.91 eV
* net charge: +4
* frontier orbital gap: 5.845 eV



Calculated energy above the lowest of the compared OMol25 structures with the same formula, charge and spin, 68.5 316.0 kJ/mol (same order as the records).